[1]
A structure of composition C14H26N3O2PdS4SbSi. Source: the OMol25 dataset; level of theory: ωB97M-V/def2-TZVPD.

```
52
Properties=species:S:1:pos:R:3:nbo_charge:R:1
Pd 7.440 -4.052 13.211 0.6639
C 3.288 -3.701 11.904 -0.2960
O 2.259 -3.414 10.972 -0.5111
C 1.834 -4.401 10.119 0.8635
O 0.854 -4.163 9.456 -0.6703
N 2.529 -5.531 10.108 -0.5009
N 2.184 -6.507 9.167 -0.6308
H 3.457 -2.762 12.375 0.2061
H 4.231 -3.914 11.426 0.1962
H 3.076 -4.433 12.702 0.2041
H 3.431 -5.679 10.580 0.4334
H 2.265 -6.131 8.204 0.3397
H 1.148 -6.604 9.238 0.3535
S 12.692 -5.116 14.230 -0.7077
Sb 10.979 -5.361 12.600 0.8107
S 4.815 -4.845 14.851 -0.0636
S 9.616 -3.375 13.134 -0.7153
S 12.692 -4.178 11.591 -0.7133
C 5.477 -1.188 15.141 -0.6439
C 6.087 -1.977 16.290 -0.0089
C 6.236 -1.217 17.507 -0.2295
C 6.987 -1.724 18.508 -0.2361
C 7.540 -3.008 18.439 -0.2310
C 7.355 -3.784 17.329 -0.0247
C 8.166 -5.033 17.202 -0.6517
C 6.567 -3.349 16.200 0.1487
N 6.319 -4.208 15.111 -0.7501
H 5.686 -0.127 15.265 0.1989
H 4.421 -1.284 15.007 0.2114
H 5.896 -1.595 14.201 0.2364
H 5.664 -0.263 17.457 0.1963
H 7.099 -1.127 19.424 0.1880
H 8.319 -3.289 19.123 0.1994
H 8.943 -5.086 17.963 0.1993
H 8.771 -5.065 16.251 0.2529
H 7.755 -6.072 17.165 0.2234
C 7.659 -8.033 10.284 -1.1409
Si 6.815 -6.961 11.530 1.6447
C 7.498 -7.332 13.284 -1.1132
C 5.051 -7.460 11.621 -1.1457
C 6.858 -5.106 11.371 -1.2809
H 7.542 -7.635 9.233 0.2289
H 7.231 -9.094 10.307 0.2213
H 8.717 -7.965 10.512 0.2447
H 8.469 -6.877 13.411 0.2364
H 7.486 -8.441 13.428 0.2052
H 6.850 -6.787 14.004 0.2522
H 4.974 -8.515 11.916 0.2249
H 4.535 -7.485 10.676 0.2138
H 4.479 -6.813 12.290 0.2440
H 6.106 -4.691 10.763 0.1862
H 7.721 -4.610 10.850 0.2375
```

Calculated values
Orbital gap (alpha / beta) (eV): 5.512 / 5.966
M (g/mol): 652.92
F_max (eV/A): 3.21
Lowest unoccupied orbital energy (alpha / beta) (eV): 4.217 / 4.206
DFT total energy (hartree): -3114.15889
HOMO energy (alpha / beta) (eV): -1.29 / -1.76
Total charge: -2
Expectation value of S²: 6.024
Multiplicity: 5

***

[2]
A structure of composition C14H27AuClGeO7P2Se. Source: the OMol25 dataset; level of theory: ωB97M-V/def2-TZVPD.

```
54
Properties=species:S:1:pos:R:3:nbo_charge:R:1
Au 1.523 -0.147 0.833 1.1106
C 2.283 1.120 -2.648 -0.6312
C 3.187 1.853 -1.670 -0.5011
O 3.963 2.760 -2.455 -0.7039
P 4.300 0.765 -0.746 2.3979
O 5.302 1.683 0.020 -1.0008
O 5.142 -0.040 -1.791 -0.9686
O 3.516 -0.125 0.190 -1.1618
P 2.277 2.807 -0.365 2.3913
O 1.465 3.923 -1.138 -0.9752
O 3.337 3.332 0.542 -1.1445
O 1.204 1.881 0.198 -1.1999
H 2.870 0.519 -3.342 0.2347
H 1.744 1.874 -3.222 0.2514
H 1.543 0.492 -2.151 0.2169
H 4.650 3.167 -1.911 0.4901
H 4.749 2.398 0.477 0.5576
H 5.895 -0.553 -1.468 0.5372
H 1.986 4.716 -1.325 0.5249
C -3.241 2.833 0.771 -1.0908
Ge -3.656 0.959 1.083 1.6087
C -4.964 0.247 -0.169 -1.0813
C -4.176 0.640 2.937 -1.1006
C -1.979 -0.062 0.675 -1.0370
Se -0.597 0.214 1.990 0.6320
C -1.005 -1.191 3.251 -0.7957
H -4.059 3.467 1.112 0.2493
H -3.084 3.018 -0.291 0.2432
H -2.339 3.135 1.306 0.2420
H -5.943 0.701 -0.016 0.2508
H -5.069 -0.831 -0.044 0.2368
H -4.657 0.444 -1.196 0.2417
H -5.055 1.239 3.174 0.2566
H -3.395 0.933 3.642 0.2294
H -4.433 -0.406 3.107 0.2349
H -1.562 0.320 -0.258 0.2651
H -2.131 -1.140 0.567 0.2502
H -2.023 -1.017 3.588 0.2567
H -0.312 -1.098 4.083 0.2561
H -0.917 -2.161 2.780 0.2299
Cl -1.911 -4.028 -3.378 0.0488
C -0.864 -3.538 -2.095 -0.0211
C 0.358 -2.952 -2.395 -0.2119
C 1.188 -2.559 -1.361 -0.1934
C 0.803 -2.719 -0.026 -0.1222
C 1.674 -2.201 1.060 -0.4975
C -0.419 -3.340 0.246 -0.1433
C -1.250 -3.758 -0.779 -0.2420
H 0.655 -2.824 -3.426 0.2427
H 2.159 -2.136 -1.594 0.2265
H 2.739 -2.288 0.865 0.2441
H 1.411 -2.509 2.066 0.2198
H -0.698 -3.559 1.267 0.2040
H -2.185 -4.258 -0.571 0.2420
```

Calculated values
Orbital gap (eV): 7.189
M (g/mol): 753.30
F_max (eV/A): 0.57
Lowest unoccupied orbital energy (eV): -4.600
DFT total energy (hartree): -6833.26669
HOMO energy (eV): -11.79
Total charge: +1
Multiplicity: 1

***

[3]
A structure of composition C14H27BeN7O7. Source: the OMol25 dataset; level of theory: ωB97M-V/def2-TZVPD.

```
56
Properties=species:S:1:pos:R:3:nbo_charge:R:1
O 1.715 -0.836 -4.736 -0.3872
H 0.786 -0.501 -4.879 0.4299
Be -0.624 -0.171 -1.366 1.5875
N -0.311 1.736 0.458 -0.0256
N 1.140 0.306 -1.324 -0.1734
N -1.335 -0.849 0.311 -0.1875
N -0.218 -1.751 -1.890 -0.2424
O -0.680 1.941 1.652 -0.5247
O -1.662 -0.540 1.633 -0.5877
O 0.495 -2.266 -2.855 -0.5392
O 1.928 -0.532 -1.785 -0.4170
C 1.663 1.465 -0.820 0.1499
C 0.938 2.150 0.195 0.1570
C -1.450 -2.158 0.084 0.2219
C -0.791 -2.645 -1.087 0.2016
C 1.587 3.140 1.105 -0.6749
H 1.737 2.659 2.090 0.2410
H 0.898 3.998 1.205 0.2484
H 2.560 3.482 0.719 0.2147
C 3.115 1.622 -1.052 -0.6661
H 3.317 1.645 -2.128 0.2371
H 3.663 0.776 -0.637 0.2408
H 3.500 2.539 -0.626 0.2149
C -2.069 -3.137 1.018 -0.6825
C -0.595 -4.087 -1.323 -0.6766
H -2.516 -2.631 1.859 0.2504
H -1.311 -3.818 1.406 0.2407
H -2.843 -3.742 0.534 0.2336
H 0.149 -4.265 -2.089 0.2678
H -1.517 -4.600 -1.591 0.2253
H -0.251 -4.564 -0.411 0.2394
H -1.528 0.448 1.685 0.5162
H 1.073 -1.563 -3.394 0.5081
C -1.940 0.621 -1.630 -1.4558
H -2.037 1.450 -0.940 0.2384
H -2.836 0.043 -1.431 0.2081
H -2.137 1.065 -2.620 0.1996
O -2.230 4.181 0.640 -0.9596
H -3.172 4.264 0.806 0.4646
H -1.944 3.373 1.120 0.4856
C 4.871 -3.174 0.394 -0.4116
N 3.830 -2.478 1.147 -0.4219
C 4.102 -1.997 2.379 0.1073
C 3.117 -1.390 3.107 -0.3968
C 1.830 -1.292 2.475 0.4532
N 1.543 -1.800 1.302 -0.5960
C 2.491 -2.524 0.649 0.7617
O 2.246 -3.210 -0.355 -0.6513
N 0.832 -0.620 3.109 -0.7834
H 5.061 -4.165 0.839 0.1996
H 5.797 -2.581 0.444 0.1986
H 4.535 -3.291 -0.641 0.2590
H 5.143 -2.134 2.725 0.2154
H 3.290 -0.980 4.098 0.2263
H -0.082 -0.638 2.674 0.4245
H 0.942 -0.332 4.081 0.3931
```

Calculated values
Orbital gap (alpha / beta) (eV): 7.424 / 4.657
M (g/mol): 414.42
F_max (eV/A): 4.61
Lowest unoccupied orbital energy (alpha / beta) (eV): -0.861 / -2.941
DFT total energy (hartree): -1474.10759
HOMO energy (alpha / beta) (eV): -8.29 / -7.60
Multiplicity: 1

***

[4]
A structure of composition C14H27Cl2DyN2O2P2. Source: the OMol25 dataset; level of theory: ωB97M-V/def2-TZVPD.

```
50
Properties=species:S:1:pos:R:3:mulliken_spin:R:1
C -2.949 -2.363 -2.649 0.0001
C -2.131 -1.373 -2.086 0.0002
H -2.862 -2.373 -3.756 0.0001
H -3.980 -2.159 -2.303 -0.0001
H -2.650 -3.333 -2.193 0.0002
O -1.329 -0.530 -2.005 0.0017
Cl -2.260 -2.062 0.438 -0.0035
Dy -0.270 -0.696 1.462 4.9703
P -2.458 1.151 0.951 0.0194
C -2.211 2.903 0.489 -0.0008
C -4.037 0.847 0.076 -0.0016
H -4.774 1.607 0.376 -0.0006
H -3.927 1.964 2.730 -0.0004
H -4.416 -0.153 0.315 0.0000
H -3.397 0.263 3.017 0.0005
H -2.061 2.969 -0.597 -0.0001
H -3.877 0.909 -1.008 0.0001
C -3.077 1.266 2.688 0.0011
H -3.085 3.506 0.774 -0.0001
H -2.266 1.609 3.351 0.0004
H -1.313 3.295 0.982 0.0000
P 0.968 -2.862 0.022 0.0181
C 2.643 -2.678 -0.685 -0.0004
C 1.295 -3.958 1.475 0.0038
H -0.696 -4.452 -0.777 0.0000
H 0.972 -4.915 -1.257 -0.0003
H 0.108 -3.607 -2.122 0.0002
C 0.266 -4.078 -1.144 -0.0021
H 0.339 -4.161 1.986 -0.0004
H 1.745 -4.908 1.144 -0.0004
H 3.106 -3.662 -0.845 0.0001
H 3.270 -2.073 -0.016 -0.0004
H 1.964 -3.451 2.188 0.0004
H 2.559 -2.153 -1.647 -0.0001
Cl 0.251 -0.814 3.879 0.0095
N 3.830 4.795 -1.174 0.0000
C 4.059 3.823 -0.246 0.0003
O 5.070 3.783 0.442 0.0001
C 3.012 2.780 -0.146 -0.0008
C 1.913 2.660 -1.017 -0.0028
C 0.941 1.701 -0.766 0.0004
N 1.033 0.814 0.269 -0.0246
C 2.140 0.893 1.063 0.0048
C 3.126 1.842 0.883 0.0003
H 4.472 5.569 -1.150 0.0000
H 2.914 4.970 -1.560 0.0000
H 1.789 3.279 -1.908 0.0000
H 0.054 1.624 -1.392 0.0001
H 2.214 0.172 1.887 0.0077
H 3.974 1.821 1.564 0.0000
```

Calculated values
Orbital gap (alpha / beta) (eV): 7.577 / 7.583
M (g/mol): 550.74
F_max (eV/A): 5.94
Lowest unoccupied orbital energy (alpha / beta) (eV): -7.641 / -7.634
DFT total energy (hartree): -3297.39454
HOMO energy (alpha / beta) (eV): -15.22 / -15.22
Total charge: +2
Expectation value of S²: 9.335
Multiplicity: 6